Record 1
This record from OMol25 describes a single C31H30N2O2 molecule. The level of theory is ωB97M-V/def2-TZVPD.

Largest force on an atom (eV/A): 0.7
E_HOMO (eV): -7.76
Energy above the lowest of the compared OMol25 structures with the same formula, charge and spin (eV): 0.000
SMILES: C[C@@H](C(=O)Nc1ccc2ccccc2c1)[C@@H]1C[C@@]1(C)[C@@H](NC(=O)c1ccccc1)c1ccccc1
Gap between HOMO and LUMO (eV): 8.3

XYZ file:
```
65
C31H30N2O2 (ωB97M-V/def2-TZVPD)
C 2.316 0.555 0.857
C 1.427 1.794 0.701
C 1.621 2.415 -0.686
O 2.032 3.546 -0.829
N 1.295 1.565 -1.696
C 1.316 1.770 -3.077
C 1.791 2.966 -3.655
C 1.795 3.114 -5.012
C 1.332 2.091 -5.866
C 1.327 2.223 -7.269
C 0.868 1.210 -8.065
C 0.395 0.019 -7.491
C 0.387 -0.140 -6.134
C 0.854 0.887 -5.285
C 0.858 0.754 -3.886
C -0.035 1.455 0.900
C -1.016 2.405 1.519
C -0.651 1.137 2.241
C 0.160 1.229 3.515
C -1.633 -0.036 2.208
N -0.880 -1.280 2.177
C -0.441 -1.855 1.038
O -0.701 -1.424 -0.073
C 0.376 -3.089 1.234
C 1.256 -3.245 2.300
C 2.005 -4.403 2.416
C 1.880 -5.412 1.476
C 1.016 -5.257 0.405
C 0.274 -4.097 0.280
C -2.639 -0.045 3.336
C -3.109 1.147 3.877
C -4.045 1.137 4.896
C -4.530 -0.062 5.388
C -4.083 -1.252 4.843
C -3.148 -1.244 3.823
H 3.328 0.770 0.518
H 1.928 -0.285 0.284
H 2.364 0.256 1.900
H 1.743 2.557 1.418
H 0.945 0.654 -1.429
H 2.143 3.752 -3.009
H 2.158 4.031 -5.452
H 1.692 3.142 -7.705
H 0.867 1.317 -9.139
H 0.035 -0.771 -8.134
H 0.022 -1.055 -5.689
H 0.490 -0.163 -3.446
H -0.436 0.854 0.092
H -0.634 3.332 1.921
H -1.994 2.499 1.069
H 0.766 0.336 3.658
H -0.499 1.331 4.376
H 0.823 2.089 3.489
H -2.181 0.006 1.257
H -0.606 -1.668 3.065
H 1.386 -2.456 3.028
H 2.692 -4.516 3.243
H 2.464 -6.316 1.575
H 0.924 -6.038 -0.334
H -0.397 -3.953 -0.553
H -2.747 2.089 3.496
H -4.397 2.072 5.306
H -5.259 -0.069 6.185
H -4.466 -2.194 5.209
H -2.826 -2.181 3.393
```

Atom charges from the natural (NBO) analysis, given in e for atoms 1 to 2: -0.60, -0.30



Record 2
This record from OMol25 describes a molecular structure, C31H30N4P2S2Ti. The level of theory is ωB97M-V/def2-TZVPD.

Largest force on an atom (eV/A): 0.7
E_HOMO (spin up / spin down) (eV): -5.33 / -6.97
Energy above the lowest of the compared OMol25 structures with the same formula, charge and spin (eV): 0.000
Spin multiplicity: 3
Gap between HOMO and LUMO (spin up / spin down) (eV): 5.7 / 7.3

XYZ file:
```
70
C31H30N4P2S2Ti (ωB97M-V/def2-TZVPD)
Ti -0.935 -1.415 -0.802
S 1.174 -2.635 -0.368
P 1.421 -0.868 0.680
C -0.014 -0.035 0.861
P -0.439 1.220 -0.139
S -0.848 0.682 -2.102
C 0.692 2.663 -0.129
C 1.271 3.174 -1.279
C 2.157 4.246 -1.208
C 2.461 4.816 0.017
C 1.882 4.309 1.178
C 1.010 3.238 1.103
C -1.969 1.999 0.491
C -2.608 3.001 -0.238
C -3.762 3.592 0.246
C -4.297 3.181 1.466
C -3.668 2.184 2.192
C -2.504 1.595 1.705
C 2.769 0.063 -0.131
C 3.523 0.988 0.589
C 4.453 1.793 -0.049
C 4.646 1.682 -1.420
C 3.902 0.764 -2.147
C 2.969 -0.038 -1.505
C 2.152 -1.278 2.298
C 3.233 -2.155 2.379
C 3.807 -2.451 3.603
C 3.298 -1.873 4.764
C 2.222 -1.004 4.690
C 1.649 -0.707 3.456
H 1.045 2.724 -2.239
H 2.613 4.626 -2.113
H 3.150 5.650 0.069
H 2.120 4.748 2.139
H 0.577 2.832 2.011
H -2.206 3.318 -1.193
H -4.249 4.372 -0.327
H -5.199 3.644 1.844
H -4.076 1.863 3.143
H -1.990 0.810 2.250
H 3.378 1.095 1.658
H 5.025 2.514 0.522
H 5.374 2.309 -1.920
H 4.043 0.673 -3.217
H 2.386 -0.746 -2.079
H 3.627 -2.614 1.479
H 4.647 -3.131 3.656
H 3.745 -2.105 5.723
H 1.825 -0.554 5.592
H 0.802 -0.035 3.374
C -1.143 -4.716 -5.089
N -2.209 -3.981 -4.414
C -3.311 -3.484 -5.231
C -1.873 -3.274 -3.341
N -1.589 -2.668 -2.399
H -1.584 -5.567 -5.608
H -0.434 -5.081 -4.351
H -0.614 -4.086 -5.809
H -3.746 -4.322 -5.773
H -2.974 -2.728 -5.946
H -4.071 -3.049 -4.587
N -3.748 -2.653 2.168
C -4.593 -1.905 1.381
C -3.854 -1.532 0.306
N -2.575 -2.044 0.426
C -2.548 -2.704 1.557
H -3.973 -3.096 3.040
H -5.611 -1.701 1.661
H -4.141 -0.917 -0.530
H -1.692 -3.214 1.967
```

Atom charges from the natural (NBO) analysis, given in e for atoms 1 to 2: 0.89, -0.59



Record 3
This record from OMol25 describes a molecular structure, C31H30NO5S3SiTm at a distorted geometry. The level of theory is ωB97M-V/def2-TZVPD.

Largest force on an atom (eV/A): 1.3
E_HOMO (eV): -8.75
Spin multiplicity: 3
Gap between HOMO and LUMO (eV): 8.7

XYZ file:
```
72
C31H30NO5S3SiTm (ωB97M-V/def2-TZVPD)
Tm 1.370 0.512 -0.081
C 3.665 -1.666 3.051
C 4.276 -0.273 3.114
S 3.156 1.105 2.739
C 1.920 0.928 4.063
C 0.476 0.980 3.584
S -0.065 -0.206 2.314
C 0.403 -1.843 2.964
C 1.236 -2.674 1.998
S 2.823 -1.973 1.464
H 2.968 -1.809 3.875
H 4.460 -2.400 3.190
H 5.075 -0.183 2.376
H 4.737 -0.125 4.092
H 2.057 1.732 4.788
H 2.111 -0.004 4.595
H 0.263 1.949 3.127
H -0.188 0.887 4.446
H -0.524 -2.381 3.172
H 0.912 -1.713 3.918
H 0.687 -2.833 1.065
H 1.399 -3.660 2.440
O 3.467 -2.173 -2.702
C 3.108 -1.271 -1.977
O 2.004 -1.195 -1.307
C 3.988 -0.026 -1.804
C 5.283 0.130 -2.284
C 5.935 1.335 -2.029
C 5.295 2.345 -1.329
C 3.991 2.111 -0.887
N 3.392 0.949 -1.128
C 3.122 3.086 -0.095
O 3.550 4.206 0.161
O 1.980 2.594 0.238
H 5.744 -0.673 -2.836
H 6.945 1.485 -2.384
H 5.764 3.294 -1.118
O -0.592 0.771 -0.693
Si -2.080 0.309 -1.096
C -2.924 -0.393 0.456
C -2.907 -1.761 0.714
C -3.334 -2.275 1.927
C -3.786 -1.419 2.917
C -3.831 -0.057 2.674
C -3.412 0.444 1.452
C -3.047 1.805 -1.712
C -2.373 2.930 -2.174
C -3.057 4.026 -2.675
C -4.440 4.013 -2.725
C -5.131 2.903 -2.267
C -4.437 1.816 -1.767
C -2.082 -1.058 -2.385
C -3.298 -1.649 -2.725
C -3.371 -2.656 -3.669
C -2.216 -3.095 -4.297
C -0.999 -2.524 -3.969
C -0.938 -1.511 -3.024
H -2.574 -2.441 -0.062
H -3.330 -3.345 2.094
H -4.127 -1.814 3.865
H -4.203 0.615 3.436
H -3.453 1.509 1.276
H -1.292 2.952 -2.127
H -2.509 4.891 -3.026
H -4.978 4.866 -3.117
H -6.213 2.888 -2.298
H -4.995 0.962 -1.400
H -4.209 -1.324 -2.238
H -4.327 -3.099 -3.917
H -2.267 -3.880 -5.039
H -0.089 -2.860 -4.447
H 0.030 -1.090 -2.775
```

Atom charges from the Mulliken analysis, given in e for atoms 1 to 2: 1.01, -0.83



Record 4
This record from OMol25 describes a molecular structure, C31H31BF4I2N6O2V at a distorted geometry. The level of theory is ωB97M-V/def2-TZVPD.

Largest force on an atom (eV/A): 2.6
E_HOMO (spin up / spin down) (eV): -6.23 / -7.49
Energy above the lowest of the compared OMol25 structures with the same formula, charge and spin (eV): 1.348
Spin multiplicity: 4
Gap between HOMO and LUMO (spin up / spin down) (eV): 5.9 / 6.9

XYZ file:
```
78
C31H31BF4I2N6O2V (ωB97M-V/def2-TZVPD)
V 0.109 0.778 0.050
I -5.414 1.902 5.016
C -4.227 1.424 3.362
C -4.535 1.958 2.121
C -3.726 1.646 1.038
I -4.177 2.420 -0.853
C -2.583 0.814 1.148
O -1.822 0.565 0.121
C -2.330 0.266 2.431
C -1.167 -0.681 2.550
N 0.099 -0.022 2.155
C 0.660 0.889 3.154
C 1.443 1.994 2.486
C 1.899 3.092 3.205
C 2.637 4.062 2.557
C 2.924 3.895 1.209
C 2.428 2.784 0.564
N 1.670 1.859 1.176
C -3.137 0.579 3.513
H -5.387 2.614 1.996
H -1.107 -1.088 3.561
H -1.306 -1.497 1.845
H 0.794 -0.739 1.942
H -0.145 1.315 3.753
H 1.333 0.363 3.834
H 1.672 3.170 4.261
H 2.992 4.933 3.095
H 3.526 4.611 0.666
H 2.643 2.599 -0.482
H -2.919 0.144 4.484
C -1.068 4.978 0.024
C -0.794 3.682 0.460
N -0.417 2.715 -0.356
C -0.328 3.009 -1.677
C -0.581 4.274 -2.208
C -0.952 5.280 -1.310
C -0.444 4.456 -3.631
C -0.083 3.434 -4.431
C 0.169 2.115 -3.903
C 0.540 1.006 -4.675
C 0.747 -0.203 -4.047
C 0.588 -0.319 -2.670
N 0.233 0.723 -1.903
C 0.034 1.921 -2.531
H -1.374 5.726 0.745
H -0.888 3.423 1.509
H -1.154 6.282 -1.673
H -0.644 5.435 -4.052
H 0.022 3.591 -5.498
H 0.669 1.107 -5.746
H 1.048 -1.076 -4.613
H 0.750 -1.254 -2.152
C -3.046 -1.600 -2.011
N -2.557 -2.922 -1.662
C -3.275 -4.052 -2.230
C -3.033 -5.298 -1.409
C -1.542 -5.491 -1.257
N -0.953 -4.308 -0.657
C 0.339 -4.469 -0.014
C -1.440 -3.041 -0.874
O -0.888 -2.052 -0.389
H -4.074 -1.469 -1.665
H -3.027 -1.464 -3.098
H -2.431 -0.847 -1.534
H -2.973 -4.215 -3.272
H -4.337 -3.802 -2.238
H -3.490 -6.167 -1.883
H -3.480 -5.169 -0.420
H -1.090 -5.697 -2.236
H -1.322 -6.343 -0.613
H 0.248 -5.095 0.878
H 0.727 -3.494 0.262
H 1.048 -4.943 -0.698
F 3.729 -1.880 -0.547
B 3.067 -0.764 -0.052
F 3.089 0.305 -0.977
F 3.565 -0.351 1.196
F 1.653 -1.133 0.147
```

Atom charges from the Mulliken analysis, given in e for atoms 1 to 2: 0.18, 0.03



Q: What is the largest force on an atom in the first record?
A: 0.7 eV/A